{"formula": "C23H28F9O3W", "method": "ωB97M-V/def2-TZVPD", "species": ["C", "C", "H", "H", "H", "F", "F", "H", "H", "H", "C", "C", "H", "C", "H", "F", "C", "O", "H", "C", "H", "H", "H", "H", "H", "H", "H", "H", "H", "H", "C", "O", "H", "C", "C", "F", "C", "F", "H", "C", "C", "H", "C", "C", "C", "H", "C", "H", "F", "F", "F", "C", "H", "W", "C", "H", "C", "H", "F", "O", "C", "C", "C", "H"], "positions_angstrom": [[1.24, -3.76, -1.34], [-1.13, -4.28, -5.62], [2.10, -5.16, 0.24], [-0.37, -3.47, -2.87], [0.23, -3.08, -7.85], [1.20, 1.17, 4.51], [-1.85, 3.70, 1.47], [2.95, -1.48, -1.24], [-1.79, -3.47, -5.98], [-0.16, -1.91, -6.54], [0.40, -6.01, -0.96], [-2.34, -1.04, -1.98], [0.82, 2.24, -0.41], [1.67, -5.15, -0.78], [3.02, -4.04, -5.38], [0.29, 4.15, 1.40], [0.49, -2.77, -6.82], [-0.14, 1.46, 1.95], [-1.36, -5.18, -6.23], [-0.17, -4.02, -1.95], [0.58, -7.08, -1.10], [-1.20, 1.40, -0.03], [-2.90, -1.96, -2.13], [1.63, 2.29, -3.01], [1.66, -5.29, -7.02], [3.01, 0.02, -3.48], [-0.94, -3.67, -1.23], [-2.62, 0.06, -3.91], [-0.23, -5.88, -0.05], [1.52, -2.40, -6.84], [1.24, -5.15, -6.03], [-0.32, -5.44, -2.12], [-1.80, -1.15, 0.23], [-1.32, 0.72, -0.88], [0.34, -3.90, -5.80], [-0.89, 4.72, 3.17], [1.65, 0.15, -0.39], [2.10, 2.63, 3.12], [1.23, -3.00, -0.56], [2.41, -0.56, -1.39], [1.71, 1.45, -2.33], [-1.07, 2.01, -2.74], [-1.39, 1.06, -2.30], [-2.15, 0.00, -2.93], [2.43, 0.24, -2.59], [1.51, -0.10, 0.66], [-1.77, -0.64, -0.73], [0.73, -6.03, -5.64], [-1.93, 2.77, 4.80], [-2.77, 1.57, 3.15], [0.92, 3.33, 4.85], [-0.40, 2.29, 2.84], [2.38, -5.21, -4.12], [0.28, -0.34, -2.05], [1.00, 2.37, 3.89], [1.91, -3.44, -2.15], [2.12, -4.51, -4.93], [2.43, -5.58, -1.46], [-1.33, 0.67, 4.54], [1.07, -3.51, -4.58], [-1.64, 1.81, 3.87], [-0.72, 3.75, 2.22], [1.27, 1.42, -0.98], [-1.37, -4.53, -4.58]], "mulliken_charge": [0.33, -1.49, 0.36, -0.46, 0.37, -0.24, -0.27, 0.75, 0.37, 0.32, -0.55, -0.54, 0.59, -0.76, 0.29, -0.26, -1.64, -0.78, 0.38, 0.23, 0.39, 0.68, 0.53, 0.53, 0.36, 0.53, 0.26, 0.55, 0.29, 0.38, -1.00, -0.44, 0.57, -0.16, 1.55, -0.25, -0.36, -0.25, 0.37, -0.69, -0.80, 0.64, -0.91, -0.38, -0.33, 0.61, -0.60, 0.34, -0.25, -0.26, -0.25, 0.34, 0.17, 0.84, 0.53, -0.12, -0.34, 0.22, -0.25, -0.36, 0.59, 0.72, -0.26, 0.25], "gap_ev": [3.8, 3.7], "multiplicity": 3, "e_above_lowest_kj_mol": 341.6, "lumo_ha": [-0.243, -0.246], "energy_ev": -56717.3991, "total_charge": 1, "homo_energy_ev": [-10.45, -10.45]}